Formula: C5H8O
Source: the Open Molecules 2025 dataset
Level of theory: ωB97M-V with the def2-TZVPD basis set

```
14
Properties=species:S:1:pos:R:3
C -2.08317 0.73779 -0.06648
C -2.56560 -0.38303 0.45840
C 1.89001 0.63931 -0.61244
C 1.57883 -0.84233 -0.74210
O 1.46706 -0.90089 0.73612
C 1.67399 0.43558 0.69473
H -2.12280 0.93461 -1.13511
H -1.63341 1.51166 0.55095
H -2.52855 -0.57619 1.52776
H -3.02365 -1.15372 -0.15734
H 0.56440 -1.09417 -1.07326
H 2.30202 -1.52826 -1.18556
H 1.60366 1.09440 1.54646
H 2.81638 1.21064 -0.65035
```

## Properties
- Net charge: 0
- HOMO-LUMO gap: 9.92 eV
- Energy relative to the best compared isomer or geometry (same formula, charge and spin): 413.95 kJ/mol

Formula: C5H8O
Source: the Open Molecules 2025 dataset
Level of theory: ωB97M-V with the def2-TZVPD basis set

```
14
Properties=species:S:1:pos:R:3
O 2.16904 -1.16127 0.36919
C 1.53747 -0.16359 0.62157
C 0.99272 0.77067 -0.39471
C -0.30028 1.48289 -0.09289
C 0.75640 2.21235 -0.02334
H 1.30068 0.11843 1.67304
H 1.23741 0.49209 -1.42067
H -1.36417 1.33857 -0.01588
H 1.24813 3.15682 0.13737
C -1.51419 -1.64891 -0.17353
H -2.08068 -2.56333 0.01797
H -1.96868 -1.11035 -1.01020
H -0.47867 -1.90101 -0.41442
H -1.53518 -1.02333 0.72650
```

## Properties
- SMILES string: O=CC1C=C1.C
- Net charge: 0
- HOMO-LUMO gap: 10.38 eV
- Energy relative to the best compared isomer or geometry (same formula, charge and spin): 298.11 kJ/mol